(1)
Entry from the OMol25 dataset: a structure of composition C13H30N8O4RhS2 at a distorted geometry (ωB97M-V/def2-TZVPD).

- total charge = +1
- total energy (eV) = -58750.28735
- E_HOMO (alpha / beta) (eV) = -11.1 / -11.1
- energy relative to the best compared isomer or geometry (same formula, charge and spin) (kcal/mol) = 41.83

Last column: Mulliken charge in e.
Element x y z (Å)
1 Rh -0.130 0.034 -0.457  -0.0237
2 C 1.916 0.063 -2.491  -0.7501
3 N 1.715 -0.447 -1.084  1.4945
4 C 1.933 -1.944 -1.103  -0.7529
5 N 3.260 -2.250 -1.580  0.1361
6 C 3.417 -1.718 -2.943  -0.6741
7 N 3.240 -0.260 -2.966  0.1050
8 C 4.237 0.343 -2.073  -0.7454
9 N 4.098 -0.153 -0.695  0.0684
10 C 2.777 0.170 -0.214  -0.7381
11 C 4.256 -1.614 -0.710  -0.6941
12 H 1.776 1.143 -2.479  0.2422
13 H 1.155 -0.396 -3.120  0.2841
14 H 1.182 -2.390 -1.746  0.2307
15 H 1.800 -2.326 -0.092  0.2087
16 H 2.680 -2.183 -3.597  0.3459
17 H 4.414 -1.960 -3.304  0.3350
18 H 4.118 1.427 -2.079  0.3429
19 H 5.233 0.097 -2.435  0.3404
20 H 2.631 1.250 -0.219  0.3278
21 H 2.646 -0.209 0.800  0.1699
22 H 4.143 -1.999 0.304  0.3416
23 H 5.253 -1.857 -1.071  0.3383
24 C -3.315 -0.667 3.950  -1.8121
25 C -1.795 -0.619 3.851  1.2334
26 C -1.184 -1.925 4.371  -1.6153
27 C -1.237 0.572 4.635  -1.4578
28 N -1.502 -0.434 2.409  0.0711
29 N -0.313 -0.789 1.884  -0.1423
30 H -3.608 -0.812 4.989  0.4493
31 H -3.725 -1.489 3.358  0.4213
32 H -3.754 0.272 3.602  0.3884
33 H -1.589 -2.142 5.359  0.4675
34 H -0.098 -1.857 4.477  0.4029
35 H -1.426 -2.764 3.714  0.3596
36 H -1.308 0.384 5.707  0.4166
37 H -1.794 1.481 4.403  0.3582
38 H -0.184 0.745 4.392  0.3068
39 H -2.247 -0.512 1.720  0.3498
40 H -0.372 -1.617 1.282  0.2936
41 H 0.404 -0.857 2.597  0.1413
42 O -2.860 -2.379 -1.772  -0.6513
43 S -1.906 -1.478 -1.245  1.3084
44 O -2.438 -0.457 -0.252  -0.7818
45 O -1.184 -0.612 -2.261  -0.4782
46 O -0.760 -2.100 -0.468  -0.5734
47 S -0.293 2.333 -0.139  -0.4171
48 C -1.551 2.741 -1.275  0.4993
49 N -2.657 2.064 -1.497  0.0995
50 C -3.473 2.681 -2.557  -0.5441
51 C -2.736 4.016 -2.812  -0.4810
52 N -1.522 3.852 -1.996  -0.1690
53 H -2.748 1.097 -1.200  0.1431
54 H -4.489 2.834 -2.207  0.3443
55 H -3.497 2.040 -3.436  0.3098
56 H -3.311 4.875 -2.474  0.3048
57 H -2.479 4.157 -3.857  0.3101
58 H -0.801 4.546 -1.899  0.2113

=====

(2)
Entry from the OMol25 dataset: the ion H2INO3P with charge -1 at a distorted geometry (ωB97M-V/def2-TZVPD).

- total charge = -1
- total energy (eV) = -25056.12694
- E_HOMO (eV) = -4.3
- energy relative to the best compared isomer or geometry (same formula, charge and spin) (kcal/mol) = 54.75

Last column: Mulliken charge in e.
Element x y z (Å)
1 N -1.115 0.494 -0.169  -0.5641
2 O -0.349 -1.927 -0.860  -0.6426
3 O -0.262 -1.222 1.585  -0.6362
4 O 1.433 1.504 0.057  -0.7681
5 P -0.153 -0.869 0.159  0.8215
6 I 2.332 -0.083 -0.031  0.2438
7 H -0.888 1.384 0.368  0.2928
8 H -0.999 0.720 -1.108  0.2529

=====

(3)
Entry from the OMol25 dataset: a cluster of 4 separate species, H8O4 in total at a distorted geometry (ωB97M-V/def2-TZVPD).

- total energy (eV) = -8319.62617
- E_HOMO (eV) = -10.9
- energy relative to the best compared isomer or geometry (same formula, charge and spin) (kcal/mol) = 24.21

Last column: Mulliken charge in e.
Element x y z (Å)
1 O 1.148 1.347 1.583  -0.6232
2 H 1.139 0.536 2.110  0.3028
3 H 1.204 2.090 2.155  0.3000
4 O -0.228 1.084 -0.989  -0.6302
5 H 0.282 0.787 -1.711  0.3240
6 H 0.365 1.240 -0.334  0.3082
7 O 0.580 -1.999 -1.937  -0.6117
8 H 0.041 -2.676 -2.361  0.3157
9 H 0.335 -1.979 -1.057  0.3028
10 O -1.992 -0.186 0.924  -0.6267
11 H -1.555 0.215 0.122  0.3908
12 H -1.315 -0.460 1.490  0.2474

=====

(4)
Entry from the OMol25 dataset: a structure of composition C12H45CaO17PS at a distorted geometry (ωB97M-V/def2-TZVPD).

- total energy (eV) = -86547.14164
- E_HOMO (eV) = -8.8

Last column: Mulliken charge in e.
Element x y z (Å)
1 Ca 16.089 -19.245 -6.534  1.2643
2 S 15.839 -17.289 -8.562  0.4671
3 O 15.999 -17.632 -9.970  0.4442
4 O 17.028 -17.697 -7.790  -0.3399
5 O 15.521 -15.871 -8.432  0.0046
6 O 14.819 -18.153 -7.918  -0.6832
7 C 18.280 -14.073 -8.915  -0.3634
8 O 16.917 -13.704 -8.954  -0.5778
9 H 18.367 -14.971 -8.293  0.0062
10 H 18.691 -14.288 -9.905  0.1978
11 H 18.907 -13.310 -8.448  0.3573
12 H 16.401 -14.525 -8.796  0.3817
13 C 17.751 -17.322 -12.783  -0.6237
14 O 17.458 -16.284 -11.870  -0.5817
15 H 17.676 -16.984 -13.813  0.3396
16 H 18.734 -17.768 -12.595  0.2330
17 H 17.062 -18.165 -12.647  0.1269
18 H 17.106 -16.702 -11.065  0.1584
19 C 18.144 -17.316 -4.885  -0.3779
20 O 16.883 -17.981 -4.662  -0.5524
21 H 18.039 -16.232 -4.891  0.1444
22 H 18.791 -17.615 -4.058  0.3592
23 H 18.629 -17.567 -5.825  0.1738
24 H 16.466 -17.542 -3.916  0.2618
25 C 11.779 -17.285 -7.755  -0.3966
26 O 12.153 -18.659 -7.935  -0.4646
27 H 11.598 -17.148 -6.682  0.2542
28 H 12.637 -16.677 -8.030  -0.0121
29 H 10.851 -17.056 -8.274  0.2674
30 H 13.100 -18.668 -8.158  0.3764
31 C 13.062 -18.980 -11.283  -0.2905
32 O 14.065 -18.199 -11.905  -0.5950
33 H 12.511 -19.556 -12.027  0.4210
34 H 13.471 -19.701 -10.567  -0.1671
35 H 12.352 -18.338 -10.758  0.2672
36 H 14.740 -17.992 -11.238  0.1200
37 C 16.397 -21.100 -10.817  -0.4846
38 O 17.092 -20.123 -10.071  -0.4911
39 H 15.443 -21.432 -10.400  -0.0140
40 H 16.226 -20.743 -11.836  0.2987
41 H 17.004 -21.998 -10.948  0.2982
42 H 16.682 -19.253 -10.207  0.1765
43 C 19.969 -18.040 -9.576  -0.2205
44 O 19.729 -17.357 -8.362  -0.5796
45 H 20.191 -19.105 -9.434  0.2749
46 H 19.073 -17.997 -10.198  -0.1552
47 H 20.846 -17.635 -10.075  0.3133
48 H 18.890 -17.638 -7.975  0.0769
49 C 13.923 -14.577 -11.064  -0.2669
50 O 13.433 -14.649 -9.730  -0.5678
51 H 14.973 -14.903 -11.063  -0.0960
52 H 13.404 -15.203 -11.785  0.2608
53 H 14.129 -13.547 -11.369  0.3248
54 H 14.129 -15.077 -9.210  0.3185
55 C 15.921 -14.085 -5.519  -0.7167
56 O 15.517 -15.419 -5.694  -0.5148
57 H 15.433 -13.318 -6.127  0.2515
58 H 15.722 -13.807 -4.481  0.3099
59 H 16.997 -13.974 -5.707  0.2432
60 H 15.644 -15.652 -6.623  0.3086
61 C 12.122 -21.801 -8.709  -0.6862
62 O 13.427 -22.352 -8.908  -0.2714
63 P 14.484 -22.372 -7.704  0.2441
64 O 14.857 -21.019 -7.205  0.2552
65 O 13.786 -23.315 -6.611  -0.3385
66 C 13.372 -22.767 -5.341  -0.5671
67 O 15.688 -23.232 -8.248  -0.2785
68 C 15.456 -24.548 -8.752  -0.7677
69 H 12.073 -21.185 -7.811  0.3393
70 H 11.408 -22.625 -8.679  0.3019
71 H 11.808 -21.171 -9.539  0.2189
72 H 13.911 -21.852 -5.105  0.1606
73 H 13.631 -23.487 -4.567  0.2619
74 H 12.297 -22.613 -5.393  0.2845
75 H 16.273 -25.206 -8.472  0.2905
76 H 15.482 -24.507 -9.846  0.2815
77 H 14.466 -24.966 -8.575  0.3218

=====

- What is the formula in the fourth record?
  C12H45CaO17PS

=====

Repeat the second record exactly.
Entry from the OMol25 dataset: the ion H2INO3P with charge -1 at a distorted geometry (ωB97M-V/def2-TZVPD).

- total charge = -1
- total energy (eV) = -25056.12694
- E_HOMO (eV) = -4.3
- energy relative to the best compared isomer or geometry (same formula, charge and spin) (kcal/mol) = 54.75

Last column: Mulliken charge in e.
Element x y z (Å)
1 N -1.115 0.494 -0.169  -0.5641
2 O -0.349 -1.927 -0.860  -0.6426
3 O -0.262 -1.222 1.585  -0.6362
4 O 1.433 1.504 0.057  -0.7681
5 P -0.153 -0.869 0.159  0.8215
6 I 2.332 -0.083 -0.031  0.2438
7 H -0.888 1.384 0.368  0.2928
8 H -0.999 0.720 -1.108  0.2529